1.
Computed, not measured: 19 unconnected molecules or ions with the total composition H38O19, with wB97M-V/def2-TZVPD.

Each line ends with the Löwdin charge.
Element x y z (Å)
O1 -2.5777 3.3740 1.4895  -0.067
H1 -3.0300 2.8815 2.1400  0.023
H2 -2.4596 2.6104 0.8390  0.013
O2 -3.1155 -0.0835 -2.0322  -0.084
H3 -2.2675 0.1278 -1.5308  0.071
H4 -3.5989 0.7566 -2.1528  0.103
O3 -0.2314 0.2474 2.6750  -0.052
H5 -0.1146 1.2138 2.5814  0.008
H6 -1.1291 0.0697 2.8769  -0.018
O4 0.9842 0.9809 -3.2713  -0.070
H7 1.0012 1.7849 -2.9126  -0.104
H8 1.6818 0.3839 -2.7162  0.084
O5 -1.0792 -2.3816 0.1828  -0.061
H9 -0.6423 -2.9056 0.7944  -0.002
H10 -0.6814 -2.8105 -0.6672  0.084
O6 -1.9196 1.4688 -0.2066  -0.067
H11 -1.1087 0.9390 -0.0880  0.011
H12 -1.6562 2.3775 -0.5053  0.097
O7 2.2288 -1.1902 2.2500  -0.110
H13 2.7885 -0.4662 1.8082  0.039
H14 1.8055 -0.8787 3.1076  0.087
O8 0.1783 -0.0971 0.0446  -0.091
H15 -0.2147 -0.9513 -0.0732  -0.013
H16 0.2040 -0.0866 1.1360  0.115
O9 2.2145 3.0448 0.6343  -0.014
H17 2.6054 2.2184 0.7041  -0.049
H18 1.4462 3.1558 1.1489  -0.024
O10 2.6405 -3.0551 -1.0756  -0.045
H19 2.4756 -3.1522 -0.1439  0.011
H20 1.7432 -2.9884 -1.4690  0.015
O11 1.1034 -3.3904 1.5177  -0.022
H21 1.7885 -3.9967 1.7601  0.057
H22 1.5574 -2.6424 1.8040  -0.060
O12 0.0372 2.8246 2.2389  -0.134
H23 0.5759 3.2570 3.0536  0.170
H24 -0.7216 3.4628 1.9490  0.095
O13 2.4856 -0.3148 -1.3633  -0.149
H25 2.7694 -1.2986 -1.3540  0.072
H26 1.5404 -0.2472 -0.7611  0.113
O14 3.3591 0.7218 0.7479  -0.124
H27 3.0570 0.1879 -0.1128  0.028
H28 4.2543 1.1259 0.7277  0.098
O15 -3.5579 -1.4888 0.1578  -0.099
H29 -2.7474 -2.0427 0.1698  0.005
H30 -3.4797 -1.0366 -0.7212  0.003
O16 -2.7850 -0.2754 2.5761  -0.082
H31 -3.2039 -0.6197 1.6920  0.067
H32 -2.9560 -0.9777 3.1897  0.040
O17 -1.3373 -1.1103 -3.7465  -0.105
H33 -0.7865 -0.3103 -3.5937  0.036
H34 -2.3006 -0.9378 -3.3567  0.094
O18 0.1132 -2.5603 -2.1584  -0.117
H35 0.0698 -3.4395 -2.7159  0.152
H36 -0.5833 -2.0312 -2.6367  0.011
O19 0.8873 3.3079 -1.6283  -0.030
H37 1.2697 3.7996 -2.2340  -0.050
H38 1.4196 3.4447 -0.7696  0.041

Summary:
E_HOMO = -10.41 eV
Energy relative to the best compared isomer or geometry (same formula, charge and spin) = 231.85 kJ/mol
Orbital gap = 10.53 eV

2.
Computed, not measured: a molecular structure, C54H75AsNO7P2RbSSi2, with wB97M-V/def2-TZVPD.

Each line ends with the Löwdin charge.
Element x y z (Å)
Rb1 -0.1900 -0.3895 -0.9289  0.853
O1 -0.8421 -2.2055 -5.1165  -0.030
C1 -0.8358 -2.1253 -3.8757  -0.666
O2 -1.0942 -1.1064 -3.1806  -0.226
C2 -0.3562 -3.3942 -3.1264  -0.111
C3 1.1543 -3.3001 -2.8521  -0.244
C4 1.7206 -4.6868 -2.5021  -0.096
C5 1.2503 -4.8533 -1.0370  -0.111
C6 0.4100 -3.5836 -0.8523  -0.286
O3 1.2198 -2.6238 -1.5794  -0.197
C7 -0.8776 -3.7027 -1.6863  -0.116
C8 -2.1214 -2.9057 -1.1874  -0.690
O4 -3.1917 -3.1477 -1.7554  -0.009
O5 -1.9281 -2.1450 -0.1908  -0.282
H1 -0.5503 -4.2265 -3.8024  0.140
H2 1.7181 -2.7361 -3.5930  0.156
H3 1.3296 -5.4543 -3.1707  0.109
H4 2.8088 -4.6898 -2.5760  0.105
H5 0.6667 -5.7599 -0.8686  0.106
H6 2.0993 -4.8547 -0.3502  0.103
H7 0.2578 -3.2392 0.1702  0.140
H8 -1.2257 -4.7397 -1.6728  0.142
C9 -3.2645 -0.7262 3.8988  -0.301
N1 -2.5779 0.2852 4.6851  -0.153
C10 -1.9102 1.4118 4.0627  -0.330
P1 -1.4856 1.3462 2.2501  1.067
C11 -3.1328 1.5570 1.4710  -0.393
C12 -4.0136 2.5533 1.9019  -0.102
C13 -5.2681 2.6878 1.3353  -0.090
C14 -5.6643 1.8190 0.3226  -0.090
C15 -4.8011 0.8305 -0.1140  -0.058
C16 -3.5347 0.6941 0.4536  -0.085
C17 -0.7768 3.0265 2.0956  -0.372
C18 0.1839 3.5151 2.9828  -0.116
C19 0.8554 4.7008 2.7172  -0.098
C20 0.5941 5.4075 1.5515  -0.096
C21 -0.3494 4.9243 0.6557  -0.090
C22 -1.0340 3.7515 0.9305  -0.100
C23 -2.5253 0.2074 6.0654  -0.212
C24 -3.0187 -0.8929 6.7956  -0.044
C25 -2.9360 -0.9373 8.1749  -0.107
C26 -2.3688 0.0983 8.9047  -0.130
C27 -1.8893 1.1921 8.2040  -0.109
C28 -1.9646 1.2568 6.8218  -0.035
P2 -2.1072 -1.7526 2.8366  1.099
C29 -0.7454 -2.1057 4.0079  -0.364
C30 -0.8583 -2.8534 5.1799  -0.101
C31 0.2310 -3.0250 6.0187  -0.089
C32 1.4559 -2.4549 5.6892  -0.098
C33 1.5893 -1.7292 4.5158  -0.078
C34 0.4939 -1.5596 3.6756  -0.091
C35 -2.9794 -3.3410 2.7323  -0.367
C36 -4.3652 -3.3792 2.5813  -0.088
C37 -5.0226 -4.5783 2.3468  -0.091
C38 -4.3034 -5.7599 2.2504  -0.104
C39 -2.9216 -5.7308 2.3817  -0.090
C40 -2.2657 -4.5335 2.6168  -0.094
H9 -3.9651 -0.2408 3.2125  0.079
H10 -3.8702 -1.3378 4.5595  0.066
H11 -0.9210 1.5150 4.5229  0.068
H12 -2.4420 2.3510 4.2688  0.092
H13 -3.7015 3.2436 2.6781  0.101
H14 -5.9326 3.4745 1.6719  0.095
H15 -6.6418 1.9254 -0.1323  0.096
H16 -5.0856 0.1469 -0.9043  0.116
H17 -2.9222 -0.1094 0.0536  0.063
H18 0.4433 2.9615 3.8784  0.094
H19 1.5998 5.0620 3.4173  0.095
H20 1.1336 6.3217 1.3356  0.096
H21 -0.5508 5.4392 -0.2761  0.086
H22 -1.7506 3.3898 0.2020  0.053
H23 -3.4468 -1.7468 6.2959  0.086
H24 -3.3173 -1.8141 8.6856  0.097
H25 -2.3017 0.0522 9.9836  0.086
H26 -1.4445 2.0273 8.7327  0.096
H27 -1.5941 2.1439 6.3322  0.088
H28 -1.8086 -3.3113 5.4287  0.103
H29 0.1246 -3.5966 6.9329  0.096
H30 2.3087 -2.5861 6.3448  0.094
H31 2.5448 -1.3007 4.2380  0.101
H32 0.6134 -1.0131 2.7456  0.076
H33 -4.9459 -2.4641 2.6083  0.100
H34 -6.0971 -4.5832 2.2119  0.096
H35 -4.8117 -6.6947 2.0496  0.092
H36 -2.3478 -6.6443 2.2820  0.097
H37 -1.1847 -4.5224 2.6966  0.106
C41 3.2342 -0.9496 0.3839  -0.083
O6 2.1735 -0.1712 0.9156  -0.266
C42 2.5554 1.1410 1.2723  -0.195
C43 2.7688 2.0704 0.1010  -0.203
O7 1.5226 2.3499 -0.5041  -0.222
C44 1.6847 3.2426 -1.5915  -0.104
H38 4.0778 -0.9749 1.0863  0.092
H39 3.5817 -0.5633 -0.5773  0.061
H40 2.8471 -1.9524 0.2202  0.083
H41 3.4710 1.1127 1.8819  0.127
H42 1.7436 1.5336 1.8878  0.104
H43 3.4615 1.6604 -0.6443  0.098
H44 3.2111 3.0040 0.4867  0.131
H45 2.1285 4.1867 -1.2436  0.090
H46 0.6864 3.4583 -1.9764  0.071
H47 2.3233 2.7986 -2.3642  0.067
C45 -2.2516 1.6649 -4.2754  -0.247
As1 -2.2382 3.5785 -4.1306  0.616
C46 -0.5343 4.2667 -4.7261  -0.259
C47 -3.4504 4.0953 -5.5521  -0.279
S1 -2.8367 4.3642 -2.2825  0.022
H48 -1.8310 1.3603 -5.2336  0.047
H49 -3.2993 1.3664 -4.2216  0.045
H50 -1.7107 1.1257 -3.5036  0.012
H51 -0.4334 4.1260 -5.8018  0.036
H52 0.2742 3.7396 -4.2267  0.000
H53 -0.5115 5.3246 -4.4711  0.028
H54 -3.0731 3.7283 -6.5065  0.031
H55 -3.5442 5.1793 -5.5673  0.024
H56 -4.4204 3.6514 -5.3371  0.028
C48 1.1002 1.0593 -4.7469  -0.176
Si1 2.9558 0.7530 -4.9305  0.339
C49 3.1268 -0.7166 -6.1343  -0.192
C50 3.6056 2.2313 -5.9520  -0.207
C51 3.7339 0.5937 -3.3185  -0.363
Si2 5.4499 0.1963 -3.0180  0.323
C52 6.1703 0.8745 -1.3818  -0.209
C53 6.6130 0.8953 -4.3501  -0.209
C54 5.8926 -1.6611 -2.9305  -0.203
H57 0.6995 1.5602 -5.6359  0.025
H58 0.9129 1.6843 -3.8691  0.002
H59 0.5288 0.1362 -4.6156  0.017
H60 2.8122 -0.4490 -7.1501  0.012
H61 2.5027 -1.5550 -5.8131  0.011
H62 4.1649 -1.0611 -6.1790  0.005
H63 3.0441 2.3233 -6.8884  0.008
H64 4.6665 2.1480 -6.2031  -0.001
H65 3.4765 3.1537 -5.3764  0.010
H66 3.0432 0.1526 -2.5881  -0.038
H67 5.9878 1.9510 -1.3153  0.015
H68 7.2523 0.7054 -1.3375  0.010
H69 5.7332 0.4066 -0.4947  -0.003
H70 6.4769 1.9734 -4.4660  0.015
H71 6.4428 0.4319 -5.3260  0.014
H72 7.6540 0.7057 -4.0668  0.010
H73 5.3045 -2.1557 -2.1505  0.007
H74 6.9555 -1.8182 -2.7080  0.007
H75 5.6575 -2.1612 -3.8738  0.011

Summary:
E_HOMO = -1.36 eV
Energy relative to the best compared isomer or geometry (same formula, charge and spin) = 6.23 kJ/mol
Charge = -2
Orbital gap = 4.78 eV

3.
Computed, not measured: 2 unconnected molecules or ions with the total composition CCl2O3S, with wB97M-V/def2-TZVPD.

Each line ends with the Löwdin charge.
Element x y z (Å)
C1 2.9162 0.1924 -0.4104  -0.448
O1 3.1927 0.9610 0.4158  0.197
O2 2.7894 -0.5083 -1.2997  0.214
O3 -2.9590 0.0901 0.8651  -0.992
S1 -1.4520 0.2938 0.8385  0.504
Cl1 -4.0741 0.3788 -0.6695  0.401
Cl2 -0.4131 -1.4078 0.2602  0.125

Summary:
E_HOMO (alpha / beta) = -9.86 / -9.86 eV
Energy relative to the best compared isomer or geometry (same formula, charge and spin) = 48.56 kJ/mol
Orbital gap (alpha / beta) = 7.59 / 7.59 eV

4.
Computed, not measured: a molecular structure, C11H19LiN4O8, with wB97M-V/def2-TZVPD.

Each line ends with the Löwdin charge.
Element x y z (Å)
Li1 -0.2270 -1.4926 -0.5125  0.777
C1 4.5049 0.5334 -2.2880  -0.043
C2 3.3219 0.2384 -1.4895  -0.396
C3 2.4411 1.4381 -0.9496  -0.405
O1 1.4643 1.1120 -0.2758  -0.107
C4 2.9481 2.7813 -0.9676  -0.039
C5 4.0797 2.9811 -1.7417  -0.393
C6 4.8412 1.8501 -2.4172  -0.390
O2 5.9468 1.9911 -3.0898  -0.129
O3 4.4132 4.2060 -1.8842  -0.090
O4 2.8962 -0.8978 -1.3992  -0.066
H1 4.9553 -0.2333 -2.9010  0.092
H2 2.4235 3.5108 -0.3683  0.085
C7 -3.2484 -0.5398 -4.9617  -0.103
C8 -2.5306 -0.5596 -3.6203  -0.740
C9 -3.3716 0.0934 -2.5760  -0.125
O5 -1.9945 -1.7553 -3.1678  -0.380
H3 -2.5350 -0.7026 -5.7696  0.060
H4 -3.6616 0.4532 -5.1391  0.054
H5 -3.9940 -1.3292 -5.0569  0.060
H6 -1.6416 0.0614 -3.7308  0.105
H7 -3.4970 1.0977 -2.9808  0.056
H8 -2.9049 0.1949 -1.5962  0.054
H9 -4.3217 -0.4402 -2.5993  0.063
C10 0.8323 1.9484 4.5887  -0.846
O6 0.9132 2.2435 5.7706  0.006
N1 1.1372 2.6991 3.5926  0.172
N2 0.3787 0.8773 4.1077  0.170
H10 1.0878 2.3891 2.6327  0.118
H11 1.7280 3.4587 3.8994  0.125
H12 0.1682 0.8584 3.1201  0.123
H13 0.2187 0.1092 4.7438  0.124
C11 -2.7618 -2.5094 2.6279  -0.800
O7 -1.7659 -2.1305 2.0839  0.042
N3 -2.8005 -3.4139 3.6024  0.163
N4 -3.9078 -2.0645 2.2626  0.170
H14 -3.6577 -3.1985 4.0913  0.095
H15 -2.0621 -3.9595 4.0233  0.119
H16 -4.1238 -1.8036 1.3111  0.136
H17 -4.7091 -2.3985 2.7787  0.105
O8 3.3294 -2.4854 2.2846  -0.054
H18 3.1056 -2.1986 1.3993  0.024
H19 2.5811 -3.0141 2.5619  0.014

Summary:
E_HOMO = -0.49 eV
Energy relative to the best compared isomer or geometry (same formula, charge and spin) = 0.00 kJ/mol
Charge = -2
Orbital gap = 3.53 eV

5.
Computed, not measured: a molecular structure, C22H30As2ClN2Pt, with wB97M-V/def2-TZVPD.

Each line ends with the Löwdin charge.
Element x y z (Å)
Pt1 -0.0777 -0.3478 0.2696  0.628
C1 -1.2762 -3.6963 1.4772  -0.253
As1 -0.5742 -2.6149 0.0449  1.016
C2 -1.8082 -2.9810 -1.4018  -0.243
C3 1.0638 -3.4687 -0.5305  -0.402
C4 1.3397 -4.8076 -0.2859  -0.087
C5 2.5217 -5.3670 -0.7517  -0.057
C6 3.4208 -4.5942 -1.4707  -0.057
C7 3.1481 -3.2556 -1.7165  -0.092
C8 1.9758 -2.6826 -1.2413  -0.408
As2 1.5497 -0.8029 -1.5090  1.028
C9 1.3099 -0.7347 -3.4386  -0.258
C10 3.2350 0.1227 -1.2781  -0.259
H1 -0.5654 -3.7456 2.2991  0.048
H2 -1.4762 -4.6962 1.0958  0.039
H3 -2.2053 -3.2550 1.8318  0.039
H4 -1.6990 -4.0166 -1.7193  0.044
H5 -1.6001 -2.3140 -2.2355  0.019
H6 -2.8261 -2.8070 -1.0558  0.040
H7 0.6440 -5.4225 0.2714  0.101
H8 2.7404 -6.4073 -0.5514  0.115
H9 4.3403 -5.0321 -1.8354  0.115
H10 3.8642 -2.6651 -2.2755  0.101
H11 2.2158 -1.0907 -3.9273  0.039
H12 1.1074 0.2856 -3.7619  0.026
H13 0.4756 -1.3735 -3.7222  0.026
H14 4.0528 -0.4338 -1.7313  0.028
H15 3.4217 0.2539 -0.2146  0.029
H16 3.1615 1.1019 -1.7505  0.035
C11 0.2666 4.4115 -2.3025  -0.006
C12 0.5323 3.5705 -1.1029  -0.287
C13 1.1817 3.8357 0.0795  0.036
C14 1.1033 2.6621 0.8510  -0.317
N1 0.4530 1.7225 0.1727  -0.120
N2 0.1295 2.2878 -1.0219  0.026
C15 1.6780 2.4581 2.2066  0.007
H17 0.4638 5.4554 -2.0726  0.090
H18 -0.7716 4.3248 -2.6240  0.088
H19 0.9084 4.1233 -3.1361  0.087
H20 1.6506 4.7600 0.3696  0.123
H21 -0.4826 1.7904 -1.6459  0.140
H22 2.1959 3.3617 2.5201  0.092
H23 2.3875 1.6295 2.2181  0.086
H24 0.8948 2.2424 2.9291  0.055
Cl1 -1.6054 4.5625 5.4144  0.675
C16 -1.5369 3.1470 4.4128  -0.677
C17 -0.9093 2.0046 4.8809  -0.110
C18 -0.8464 0.8855 4.0639  -0.066
C19 -1.4120 0.8819 2.7898  -0.342
C20 -1.3544 -0.3455 1.9388  -0.334
C21 -2.0589 2.0379 2.3573  -0.062
C22 -2.1170 3.1706 3.1534  -0.100
H25 -0.4728 1.9955 5.8702  0.110
H26 -0.3496 -0.0060 4.4294  0.117
H27 -2.3590 -0.5512 1.5493  0.047
H28 -1.0982 -1.1961 2.5745  0.019
H29 -2.5182 2.0579 1.3751  0.113
H30 -2.6165 4.0657 2.8086  0.107

Summary:
E_HOMO = -10.41 eV
Energy relative to the best compared isomer or geometry (same formula, charge and spin) = 0.00 kJ/mol
Charge = +1
Orbital gap = 7.94 eV

Number 3 is which compound?
CCl2O3S